(1)
The following is a DFT calculation (the ωB97M-V functional and the def2-TZVPD basis) of the ion C3H7N4S with charge +1.

The geometry in XYZ format:
```
15
Properties=species:S:1:pos:R:3:nbo_charge:R:1
C -2.20 0.33 0.00 0.381
C -0.82 -1.59 0.00 0.400
C 0.95 0.19 -0.39 -0.103
N -1.92 -0.93 0.00 -0.521
N -1.45 1.41 0.21 -0.661
N 0.44 -1.20 -0.31 -0.562
N 2.52 0.11 0.46 -0.818
S 0.26 1.43 0.60 0.502
H -3.19 0.51 -0.41 0.224
H -1.12 -2.51 0.36 0.237
H 1.11 0.62 -1.44 0.254
H -1.84 2.34 0.30 0.449
H 1.20 -1.79 -0.06 0.449
H 3.20 0.15 -0.31 0.375
H 2.87 0.94 0.99 0.395
```

The SMILES is N[C@H]1[NH+]=CN=CNS1. As for the charge: +1. The value obtained for the HOMO energy is -13.848 eV. The LUMO energy comes out at -4.81 eV. As for the spin multiplicity: 1.

***

(2)
The following is a DFT calculation (the ωB97M-V functional and the def2-TZVPD basis) of a structure of composition C12H20O7PdS3Se2.

The geometry in XYZ format:
```
45
Properties=species:S:1:pos:R:3:nbo_charge:R:1
Pd -0.43 -0.27 0.38 0.875
O 2.18 2.27 0.28 -0.941
S 2.31 1.10 -0.52 2.422
O 3.64 0.63 -0.83 -0.972
O 1.57 -0.09 0.06 -1.049
C 1.52 1.40 -2.11 -0.369
C 2.33 1.18 -3.21 -0.187
C 1.87 1.39 -4.50 -0.203
C 0.57 1.83 -4.70 -0.202
C -0.25 2.04 -3.61 -0.197
C 0.20 1.84 -2.31 -0.235
S -1.06 2.25 -1.11 2.399
O -2.24 1.56 -1.59 -0.998
O -1.12 3.68 -1.03 -0.933
O -0.64 1.71 0.24 -0.969
H 3.35 0.84 -3.04 0.252
H 2.53 1.22 -5.34 0.217
H 0.20 2.00 -5.70 0.218
H -1.27 2.37 -3.75 0.240
C -3.53 1.12 1.11 -0.794
Se -2.75 -0.64 0.83 0.558
C -2.64 -1.14 2.72 -0.580
C -1.84 -0.21 3.62 -0.591
Se 0.10 -0.37 3.40 0.246
C 0.55 1.52 3.30 -0.773
H -4.36 1.00 1.81 0.221
H -3.88 1.45 0.14 0.275
H -2.78 1.80 1.48 0.249
H -2.23 -2.15 2.72 0.233
H -3.68 -1.19 3.06 0.228
H -2.07 -0.45 4.66 0.231
H -2.11 0.84 3.46 0.230
H 0.31 2.01 4.24 0.216
H 0.06 1.99 2.45 0.249
H 1.63 1.56 3.13 0.251
C 0.98 -4.55 0.91 -0.811
S 1.27 -2.81 0.63 1.289
C 2.14 -2.93 -0.92 -0.820
O -0.14 -2.33 0.28 -0.969
H 0.46 -4.97 0.05 0.241
H 0.36 -4.63 1.80 0.248
H 1.94 -5.04 1.08 0.241
H 3.03 -3.54 -0.75 0.239
H 2.43 -1.92 -1.20 0.287
H 1.48 -3.39 -1.66 0.238
```

The value obtained for the HOMO energy is -8.169 eV. The LUMO energy comes out at -0.59 eV. As for the spin multiplicity: 1.

***

(3)
The following is a DFT calculation (the ωB97M-V functional and the def2-TZVPD basis) of a cluster of 2 separate species, C4H12 in total.

The geometry in XYZ format:
```
16
Properties=species:S:1:pos:R:3:nbo_charge:R:1
C -1.54 -0.34 1.39 -0.476
C -0.82 0.79 1.96 -0.649
H -1.03 -0.67 0.35 0.403
H -1.24 -1.32 1.81 0.331
H -2.58 -0.18 1.14 0.272
H -0.84 0.75 3.09 0.355
H -1.31 1.75 1.82 0.277
H 0.24 0.83 1.71 0.275
C 0.46 -0.13 -1.43 -0.580
C 1.88 -0.29 -1.93 -0.615
H -0.21 -0.90 -1.81 0.232
H 0.48 -0.12 -0.32 0.214
H 0.11 0.89 -1.65 0.243
H 2.14 -1.34 -2.13 0.231
H 2.62 0.11 -1.25 0.226
H 2.06 0.22 -2.88 0.261
```

As for the charge: +1. The value obtained for the HOMO energy (alpha / beta) is -16.123 / -15.766 eV. The LUMO energy (alpha / beta) comes out at -3.07 / -10.79 eV. As for the spin multiplicity: 2. As for the expectation value of S²: 0.754.

***

ΔE to the lowest compared entry with this formula, charge and spin in kJ/mol, matching the order above: 174.4, 28.4, 20.5